Entry 1:
{"formula": "C8H6N2", "method": "the ωB97M-V functional and the def2-TZVPD basis", "homo_lumo_gap_ha": 0.34186, "smiles": "CC#C[C@H]1C=CN=C1C#N", "energy_ha": -417.81200, "largest_force_ev_per_a": 5.36, "multiplicity": 1, "charge": 0, "relative_energy_kj_mol": 343.3, "homo_energy_ha": -0.3561, "elements": ["C", "C", "C", "C", "C", "C", "N", "C", "C", "N", "H", "H", "H", "H", "H", "H"], "positions_angstrom": [[-0.98922, -2.04077, -1.19363], [-0.32237, -0.86075, -0.81745], [0.28712, 0.10320, -0.45203], [1.05444, 1.30273, -0.00895], [0.83099, 1.71411, 1.39343], [1.96464, 2.30080, 1.85400], [3.03236, 2.16484, 0.97246], [2.65143, 1.60042, -0.10644], [3.54426, 1.51280, -1.17377], [4.08897, 1.32927, -2.17590], [-0.40697, -2.89393, -1.43688], [-1.63061, -1.95473, -2.19356], [-1.83911, -2.27560, -0.40564], [0.80493, 2.09638, -0.70462], [-0.19127, 1.58742, 1.72847], [2.15199, 2.76285, 2.74912]], "forces_ev_per_angstrom": [[-5.139, -0.927, -1.213], [1.018, 1.015, 0.223], [1.412, 0.777, 0.185], [1.397, -0.851, -0.937], [0.252, 0.921, -0.529], [-1.531, -2.002, -1.492], [0.391, 0.726, -0.172], [-2.060, -0.747, 1.955], [0.225, -0.916, -2.386], [0.005, 0.284, 0.693], [0.881, -0.716, 0.470], [1.290, 0.390, 1.924], [1.898, 0.096, -1.400], [-0.637, 0.700, -0.081], [0.360, 0.313, 0.698], [0.237, 0.938, 2.061]]}



Entry 2:
{"formula": "C8H6N2O", "method": "the ωB97M-V functional and the def2-TZVPD basis", "homo_lumo_gap_ha": [0.27238, 0.24944], "energy_ha": -493.01552, "largest_force_ev_per_a": 5.27, "multiplicity": 1, "charge": 0, "relative_energy_kj_mol": 547.1, "homo_energy_ha": [-0.2641, -0.2795], "elements": ["C", "C", "C", "C", "C", "C", "C", "C", "N", "N", "O", "H", "H", "H", "H", "H", "H"], "positions_angstrom": [[2.30272, 0.82414, 0.26157], [1.71883, -0.38079, 0.16612], [1.59099, 1.99279, 0.04463], [0.30346, -0.42034, 0.04685], [-0.41692, 0.85735, -0.11255], [-0.27162, -1.61581, 0.01582], [-2.78422, 0.59131, 0.29722], [-0.90743, -2.72876, -0.28326], [0.30231, 1.99608, -0.16515], [-1.77442, 1.14202, -0.24364], [-3.27451, -0.49620, 0.37379], [3.27387, 1.02129, 0.26825], [2.18743, -1.35193, 0.26393], [1.87741, 2.97422, 0.01161], [-1.38014, -3.33882, 0.55038], [-1.04461, -3.23223, -1.17097], [-1.70313, 2.16568, -0.32460]], "forces_ev_per_angstrom": [[-1.689, 0.652, -0.780], [-0.654, -0.178, 0.631], [-1.845, -1.480, -0.059], [-0.920, 1.487, -0.330], [3.068, -0.428, -0.182], [-2.296, -2.559, -1.147], [-4.809, -1.687, 1.351], [0.180, 0.751, 4.034], [-2.545, -1.158, 0.163], [4.008, 1.992, -1.553], [0.927, 0.226, 0.209], [4.389, -0.086, 0.525], [0.380, 0.282, -0.060], [2.129, 2.016, 0.097], [0.600, 0.913, -0.713], [0.095, -0.430, -2.369], [-1.016, -0.313, 0.181]]}



Entry 3:
{"formula": "C8H6N2O", "method": "the ωB97M-V functional and the def2-TZVPD basis", "homo_lumo_gap_ha": 0.37029, "smiles": "c1ccc(-c2ncco2)nc1", "energy_ha": -493.06292, "largest_force_ev_per_a": 8.18, "multiplicity": 1, "charge": 0, "relative_energy_kj_mol": 422.7, "homo_energy_ha": -0.3475, "elements": ["C", "C", "C", "C", "C", "N", "C", "C", "O", "N", "C", "H", "H", "H", "H", "H", "H"], "positions_angstrom": [[-2.89619, 0.12473, 0.91692], [-1.96936, -0.84346, 1.41060], [-0.65267, -0.84795, 0.99531], [-0.20504, 0.14519, 0.03988], [1.19677, 0.16438, -0.49865], [2.17336, 0.77048, 0.11321], [3.22196, 0.41349, -0.78651], [2.77058, -0.37532, -1.78266], [1.47565, -0.59252, -1.57932], [-1.12711, 1.04514, -0.37785], [-2.27766, 1.08978, 0.05576], [-3.78781, 0.29542, 1.39064], [-2.27351, -1.48861, 2.01335], [0.22347, -1.64724, 1.44267], [4.06634, 0.75350, -0.49298], [3.00975, -0.70711, -2.62954], [-2.94854, 1.70012, -0.23082]], "forces_ev_per_angstrom": [[5.813, -0.628, -0.180], [0.845, 5.996, -5.352], [4.086, -0.539, -0.615], [-2.214, -1.587, 1.354], [-2.044, 0.193, 2.173], [-0.162, -1.716, -2.916], [-4.835, -1.405, -0.448], [-0.763, 2.897, 6.088], [-1.842, 1.012, 1.010], [6.789, 0.114, -2.399], [-2.893, -5.790, 4.710], [-2.365, 0.098, 0.587], [-2.498, -5.632, 5.380], [-2.903, 2.320, -1.322], [5.963, 1.976, 0.994], [3.046, -2.672, -6.383], [-4.025, 5.361, -2.681]]}



Entry 4:
{"formula": "C8H6N2O2", "method": "the ωB97M-V functional and the def2-TZVPD basis", "homo_lumo_gap_ha": 0.32413, "smiles": "O=C1Nc2ccccc2/C1=N\\O", "energy_ha": -568.38389, "largest_force_ev_per_a": 4.09, "multiplicity": 1, "charge": 0, "relative_energy_kj_mol": 258.4, "homo_energy_ha": -0.3217, "elements": ["O", "C", "N", "C", "C", "C", "C", "C", "C", "C", "N", "O", "H", "H", "H", "H", "H", "H"], "positions_angstrom": [[-3.19359, -1.62687, -0.06780], [-2.02773, -1.30891, 0.00931], [-0.84763, -1.92373, -0.02847], [0.23122, -0.99325, -0.03167], [1.63204, -1.37908, -0.01805], [2.50054, -0.29581, 0.03818], [2.04120, 1.03038, -0.00876], [0.71866, 1.34328, -0.00652], [-0.21496, 0.28765, -0.00966], [-1.67659, 0.19011, 0.01844], [-2.60413, 1.02509, 0.05386], [-2.07230, 2.23322, -0.06377], [-0.66021, -2.87913, 0.31864], [2.09596, -2.44139, -0.12789], [3.60594, -0.46018, -0.01977], [2.72845, 1.84618, -0.19019], [0.41952, 2.42696, -0.02508], [-2.67639, 2.92549, 0.15918]], "forces_ev_per_angstrom": [[0.793, -1.521, 0.390], [-2.467, 3.229, -0.443], [2.133, -2.269, 0.597], [2.113, -2.934, 0.301], [-0.523, -0.087, -0.148], [0.986, -0.301, -0.691], [0.824, -0.054, -0.226], [-1.358, 1.109, -0.076], [-0.077, 1.618, 0.015], [1.032, -2.069, 0.016], [-1.453, -0.225, 0.144], [1.909, 2.088, -0.314], [-0.530, 0.860, -0.676], [-1.453, 1.960, 0.382], [-1.144, 0.045, 0.162], [0.292, -0.119, 0.434], [0.127, -1.484, -0.059], [-1.204, 0.156, 0.192]]}



Entry 5:
{"formula": "C8H6O2S2", "method": "the ωB97M-V functional and the def2-TZVPD basis", "homo_lumo_gap_ha": [0.30113, 0.23546], "energy_ha": -1255.11190, "largest_force_ev_per_a": 3.62, "multiplicity": 1, "charge": 0, "relative_energy_kj_mol": 248.5, "homo_energy_ha": [-0.3289, -0.2834], "elements": ["C", "C", "C", "C", "C", "C", "C", "C", "O", "O", "S", "S", "H", "H", "H", "H", "H", "H"], "positions_angstrom": [[1.47358, -2.13941, 0.12186], [1.93532, -1.43522, -1.01307], [0.19313, -1.77875, 0.57320], [1.23166, -0.15707, -1.19826], [-0.39243, -0.52512, 0.36289], [0.11564, 0.34915, -0.57598], [-1.71774, -0.43472, 1.01045], [-1.79233, 2.41944, 0.80976], [-2.20261, -1.39707, 1.53166], [1.07128, 2.79969, -0.26524], [-2.76195, 1.10454, 0.57403], [0.01496, 2.22362, -1.17197], [1.89860, -3.01542, 0.54512], [2.94875, -1.64985, -1.58624], [-0.49051, -2.41750, 1.24120], [1.49772, 0.50094, -2.06497], [-2.31544, 3.22402, 0.30940], [-0.70761, 2.32871, 0.79616]], "forces_ev_per_angstrom": [[-1.325, 0.623, -1.805], [0.551, 2.133, 1.024], [-0.431, -0.170, 1.812], [1.780, -0.708, -3.067], [-0.963, -0.573, 0.362], [1.425, 0.663, -0.863], [-0.882, 0.365, -0.842], [1.024, 0.377, -1.271], [-0.871, 0.986, 0.382], [-0.596, 0.159, -1.040], [-0.766, -2.892, 0.949], [0.737, -1.675, 1.730], [0.543, -0.686, -0.102], [-2.508, 0.417, 1.282], [1.838, 0.707, -0.933], [0.634, -0.972, 0.725], [0.484, 0.774, 0.458], [-0.674, 0.470, 1.199]]}



Entry 6:
{"formula": "C8H6O3S", "method": "the ωB97M-V functional and the def2-TZVPD basis", "homo_lumo_gap_ha": 0.27607, "energy_ha": -932.23117, "largest_force_ev_per_a": 3.63, "multiplicity": 1, "charge": 0, "relative_energy_kj_mol": 219.1, "homo_energy_ha": -0.3189, "elements": ["C", "C", "C", "C", "C", "C", "C", "C", "O", "O", "O", "S", "H", "H", "H", "H", "H", "H"], "positions_angstrom": [[-0.88092, 0.43931, -1.70189], [0.00223, -0.58953, -1.70617], [-0.97392, 1.30598, -0.64511], [0.94500, -0.73902, -0.66612], [-0.15808, 1.15259, 0.43423], [0.85020, 0.16877, 0.41237], [0.08271, 1.97913, 1.65204], [1.74569, 0.38343, 1.63327], [-2.47117, -2.81901, -0.29433], [-1.35507, -1.29997, 1.31658], [1.15047, 1.45560, 2.32025], [-2.21600, -1.43613, 0.11622], [-1.43716, 0.59684, -2.56708], [0.17390, -1.26821, -2.51001], [-1.67077, 2.08903, -0.71168], [1.63612, -1.51740, -0.66559], [1.86474, -0.57326, 2.28442], [2.71203, 0.67184, 1.29860]], "forces_ev_per_angstrom": [[0.093, 0.264, 0.021], [2.855, -1.019, 1.245], [-0.292, 0.278, -0.037], [-1.825, 2.117, 0.984], [2.898, -0.556, 1.485], [0.348, -0.612, -0.413], [0.187, 0.258, 0.959], [-0.777, -3.098, -0.485], [0.322, 1.953, 0.164], [-1.870, -0.136, -2.317], [-2.069, 0.913, -1.244], [0.929, -2.352, 2.603], [-1.203, 0.283, -1.218], [-0.547, -0.252, -0.749], [-0.813, 1.019, 0.158], [1.143, -1.140, -0.136], [-0.399, 1.755, -0.886], [1.019, 0.325, -0.132]]}